The following is a DFT calculation (ωB97M-V/def2-TZVPD) of a molecular structure, C56H68N3 at a distorted geometry.

XYZ file:
```
127
Properties=species:S:1:pos:R:3:forces:R:3
N -1.027 -1.521 0.882 0.459 0.795 -1.471
N -3.183 0.325 -4.090 0.003 0.112 -0.281
N 1.230 -1.508 0.738 0.639 -0.475 0.122
C 0.186 0.583 0.108 1.832 -0.562 2.340
C -1.978 -1.470 4.661 0.398 -0.244 -0.042
C 2.150 2.632 -3.978 -0.502 -0.414 -0.023
C -2.015 -1.336 1.904 -0.500 -0.188 1.409
C 2.598 -1.146 1.051 0.980 0.204 -0.006
C -1.770 3.909 -5.552 -0.205 -0.123 0.347
C 3.353 4.819 -4.342 0.294 0.125 0.030
C -2.688 -4.973 2.083 0.083 -0.380 -0.213
C 3.526 -0.739 0.057 0.154 -0.271 -0.163
C -0.680 1.587 -1.647 -1.058 4.556 -0.821
C 2.277 2.637 2.501 -0.143 -0.445 -0.026
C -3.117 1.930 -6.010 0.125 0.671 -0.171
C 0.787 -2.802 0.499 -0.519 0.414 0.466
C -3.404 -3.625 1.898 0.514 -0.274 0.039
C -1.677 1.330 -2.724 -1.500 -2.515 -0.233
C -3.269 1.105 0.749 -0.046 0.028 -0.115
C 4.706 -0.105 0.471 0.113 -0.045 0.046
C 4.161 -2.423 -1.654 0.055 -0.115 0.065
C -1.749 2.348 2.285 0.234 0.411 -0.340
C 4.060 -0.268 2.762 0.334 -0.102 -0.014
C -2.795 1.495 -4.732 0.070 -0.177 0.730
C -2.384 -2.588 3.925 -0.444 0.999 0.469
C 3.167 3.268 1.622 -0.036 0.050 -0.204
C 0.769 3.670 -1.802 -0.143 -0.314 -0.064
C 0.099 -0.656 0.737 -0.853 -1.262 -1.742
C 2.464 -3.497 3.185 0.253 -0.063 -0.214
C 1.353 1.714 2.019 -0.301 0.281 -0.171
C -2.763 1.216 2.182 0.758 0.409 -0.158
C 2.401 -2.009 3.544 -0.176 0.658 0.005
C 1.712 4.449 -2.466 -0.224 0.073 0.098
C -2.574 3.153 -6.425 -0.172 -0.559 0.207
C 3.013 -1.122 2.418 -0.389 -0.153 0.304
C 0.441 2.387 -2.279 0.073 -0.386 0.749
C 3.457 -1.074 -1.462 -0.031 0.358 0.312
C 1.151 1.872 -3.371 0.145 0.193 -0.348
C -1.878 -0.228 4.027 -0.918 -0.775 0.152
C 1.243 1.456 0.622 0.099 0.245 -0.678
C 3.192 2.904 0.277 -0.001 0.108 0.252
C -0.553 -2.815 0.567 0.042 -0.484 0.031
C -2.516 0.210 -2.899 0.688 1.403 -0.298
C 4.916 0.236 1.795 -0.161 0.091 -0.084
C -3.780 -3.357 0.439 -0.061 -0.061 -0.123
C -2.566 -2.502 2.542 0.403 -0.046 0.158
C 3.154 -1.847 4.875 0.194 -0.004 0.030
C -2.728 -0.950 -2.013 0.048 -0.499 0.260
C -1.488 3.459 -4.261 0.215 0.384 -0.470
C -1.924 2.197 -3.863 -0.014 -0.449 -0.467
C 2.265 1.982 -0.196 0.026 0.134 -0.448
C 0.970 -1.589 3.806 -0.525 -0.037 0.186
C -4.736 -3.728 2.666 -0.174 0.278 0.159
C 4.204 -0.004 -2.285 0.209 0.079 -0.142
C -2.137 -0.111 2.654 0.365 -0.036 0.368
C 2.036 -1.155 -1.998 -0.414 -0.029 -0.273
C 2.391 3.953 -3.580 -0.005 -0.002 0.115
C -3.912 1.600 3.129 -0.348 -0.364 0.071
C -4.235 -0.548 -4.590 -0.023 0.053 0.020
H 3.554 5.741 -3.786 0.015 -0.152 -0.155
H -5.247 -2.758 2.686 0.031 -0.161 -0.001
H 1.921 5.460 -2.103 -0.068 -0.352 -0.183
H -1.199 -3.665 0.460 0.072 0.194 0.049
H -0.928 4.074 -3.561 0.041 -0.046 -0.403
H -1.374 4.866 -5.892 -0.167 -0.197 0.166
H -3.659 2.071 0.396 0.079 -0.237 0.101
H 3.050 -0.833 5.278 0.061 -0.175 -0.040
H 3.664 -3.203 -1.062 0.114 0.085 -0.137
H -4.025 -1.581 -4.314 -0.025 0.050 -0.110
H 0.926 -0.571 4.216 0.028 -0.211 -0.023
H -2.664 -1.913 -2.555 -0.061 0.424 0.232
H -2.440 0.814 0.096 -0.278 0.027 0.039
H 5.206 -2.358 -1.325 -0.211 -0.075 -0.072
H 4.013 1.007 -1.908 0.166 -0.219 -0.154
H -5.224 -0.272 -4.195 0.289 0.008 -0.029
H -3.710 -0.891 -1.508 0.391 -0.098 -0.198
H -1.222 2.321 3.243 -0.119 0.107 -0.091
H 1.850 -3.744 2.316 0.127 -0.003 0.272
H 2.333 1.629 -1.229 0.032 0.314 0.671
H -4.275 -0.464 -5.681 0.058 -0.161 0.307
H -4.325 -2.406 0.352 0.137 -0.188 0.008
H 4.219 -2.082 4.766 -0.151 0.073 0.055
H 3.930 3.343 -0.408 -0.298 -0.275 0.333
H 0.685 1.166 2.694 0.187 0.439 -0.229
H 3.883 -0.025 -3.335 0.097 -0.127 0.234
H -1.676 0.657 4.638 -0.450 -0.173 -0.300
H 2.968 5.103 -5.332 -0.005 -0.170 0.306
H -4.583 -4.056 3.700 -0.064 0.118 -0.222
H -3.108 -5.725 1.401 0.061 0.063 0.197
H 4.142 -2.719 -2.709 0.011 0.040 0.143
H -4.622 0.775 3.260 0.070 0.119 -0.032
H -2.588 -3.525 4.455 -0.138 0.427 -0.306
H -1.610 -4.906 1.901 -0.208 -0.103 0.031
H -5.397 -4.454 2.175 0.178 0.103 0.072
H 1.434 -0.330 -1.606 0.116 -0.295 -0.177
H 2.314 2.850 3.573 0.016 -0.087 -0.388
H -4.444 -4.164 0.096 0.187 0.266 0.034
H 2.713 2.199 -4.809 -0.209 0.228 0.184
H 5.755 0.873 2.075 -0.197 -0.191 -0.064
H -2.820 -5.336 3.110 0.078 0.051 -0.277
H -2.231 3.329 2.185 0.042 -0.195 0.028
H 4.305 4.296 -4.501 -0.187 0.125 0.005
H 2.042 -1.062 -3.094 0.026 -0.160 0.271
H -1.810 -1.557 5.734 0.092 0.024 -0.278
H 0.357 -1.604 2.905 0.047 -0.108 0.293
H -4.066 0.354 0.654 0.147 0.138 0.048
H -0.206 0.563 -1.093 0.477 -0.747 0.758
H 3.504 -3.780 2.973 -0.206 -0.062 0.027
H 0.257 4.059 -0.919 0.115 -0.074 -0.240
H 2.105 -4.095 4.034 0.089 0.156 -0.220
H -2.794 3.527 -7.424 0.091 -0.095 0.226
H 1.551 -2.102 -1.747 -0.016 0.170 -0.061
H -4.456 2.464 2.725 0.140 -0.164 0.005
H 2.742 -2.537 5.624 -0.003 0.151 -0.258
H -1.949 -0.945 -1.244 -0.290 -0.166 -0.081
H 0.496 -2.268 4.525 0.135 0.198 -0.076
H 5.459 0.191 -0.262 -0.371 -0.119 0.240
H -2.921 -3.329 -0.232 -0.169 0.059 -0.055
H 1.476 -3.612 0.296 -0.167 0.240 0.120
H 5.286 -0.183 -2.273 -0.207 0.143 -0.031
H -3.759 1.322 -6.644 0.134 0.348 -0.003
H 3.866 4.021 1.994 -0.213 -0.249 -0.062
H 0.885 0.894 -3.788 0.155 0.347 0.276
H -3.538 1.879 4.121 -0.058 -0.079 -0.193
H 4.227 0.019 3.804 0.058 -0.451 -0.385
H -1.002 2.250 1.495 -0.127 0.167 0.140
H -1.156 2.209 -0.874 0.348 -0.292 -0.070
```
Forces are in eV/Å.

Summary:
Molar mass: 783.18 g mol⁻¹
HOMO-LUMO gap: 5.106 eV
Charge: +1